No. 1
{"formula": "C2H5N4", "method": "the ωB97M-V functional and the def2-TZVPD basis", "species": ["C", "C", "N", "N", "N", "N", "H", "H", "H", "H", "H"], "coordinates": [[-0.9765, -1.2123, 0.3791], [-0.9977, -0.0388, -0.3524], [1.6322, 0.0312, -0.0185], [-0.2939, 1.1176, -0.1362], [1.0303, 1.0951, 0.3030], [1.8745, -1.0065, -0.2796], [-0.3915, -1.4646, 1.3432], [-1.4240, -2.0514, -0.1000], [-1.5477, -0.1302, -1.2565], [-0.3713, 1.8293, -0.9040], [1.4655, 1.8305, 1.0219]], "e_above_lowest_kcal_mol": 102.3, "total_charge": 1, "e_homo_ha": [-0.513, -0.513], "smiles": "C=CNN[N+]#N", "energy_ev": -8103.29243, "lumo_energy_ev": [-5.55, -5.55], "homo_lumo_gap_ev": [8.4, 8.4]}

=====

No. 2
{"formula": "C2H5N4O", "method": "the ωB97M-V functional and the def2-TZVPD basis", "species": ["C", "C", "N", "N", "N", "N", "O", "H", "H", "H", "H", "H"], "coordinates": [[-0.3618, -0.0266, -0.8078], [-0.7799, 0.1031, 1.9824], [-1.2665, 1.7989, 0.4224], [-0.6810, 1.2344, -0.5569], [-1.4949, 1.1510, 1.6297], [0.6575, -0.5515, -1.3644], [-2.4091, 1.6468, 2.2535], [-1.1000, -0.4428, 2.8503], [0.1229, -0.1779, 1.4727], [-0.7449, 1.8538, -1.3854], [0.6338, -1.5376, -1.6160], [1.5362, -0.0671, -1.5716]], "e_above_lowest_kcal_mol": 181.1, "total_charge": 1, "e_homo_ha": [-0.507, -0.507], "energy_ev": -10148.38051, "lumo_energy_ev": [-6.79, -6.77], "homo_lumo_gap_ev": [7.0, 7.0]}

=====

No. 3
{"formula": "C2H5N4O", "method": "the ωB97M-V functional and the def2-TZVPD basis", "species": ["C", "C", "N", "N", "N", "N", "O", "H", "H", "H", "H", "H"], "coordinates": [[-1.3314, -0.6794, -0.0050], [-0.2020, 0.1365, -0.1294], [0.8314, -0.5104, 0.5241], [0.3518, -1.6715, 1.0735], [-1.0356, -1.7135, 0.8167], [-0.0848, 1.2774, -0.8090], [-1.7074, -2.6109, 1.2288], [-2.2365, -0.5316, -0.5965], [1.7524, -0.2934, 0.8674], [0.8952, -1.9604, 1.8721], [-0.8529, 1.9080, -1.0253], [0.8136, 1.5230, -1.1567]], "e_above_lowest_kcal_mol": 87.3, "total_charge": 1, "e_homo_ha": -0.531, "smiles": "Nc1c[n+](=O)[nH][nH]1", "energy_ev": -10152.45048, "lumo_energy_ev": -4.67, "homo_lumo_gap_ev": 9.8}